1.
Here is 4 unconnected molecules or ions with the total composition C15H22O7 from OMol25. Energies are from the ωB97M-V functional and the def2-TZVPD basis.

Last column: Mulliken charge in e.
Element x y z (Å)
C 1.63557 -3.73120 5.70764  -0.63
C 0.78557 -2.82620 4.92064  0.39
C -0.50643 -3.11620 4.43364  0.69
O -1.24343 -2.42420 3.78764  -0.54
C -1.08943 -4.41320 5.00964  -0.58
C -0.28843 -5.34120 5.84164  0.38
C 1.09457 -5.04420 6.05064  0.56
O 1.95757 -5.83520 6.63064  -0.58
O -0.71343 -6.50120 6.45964  -0.43
O 1.32457 -1.63420 4.51664  -0.57
H 2.63357 -3.42120 6.07564  0.40
H -2.21943 -4.59620 5.05964  0.24
H -1.58543 -6.81920 6.29864  0.32
H 0.86557 -1.10420 3.72964  0.35
C -2.84243 -1.72420 -5.02636  -1.25
C -2.96743 -0.26820 -5.20836  0.76
O -3.52143 0.15180 -6.28636  -0.58
C -2.60043 0.82480 -4.16436  -1.08
H -1.78443 -2.02520 -5.09536  0.28
H -3.53443 -2.34120 -5.40336  0.44
H -3.00943 -2.07020 -4.03536  0.37
H -2.78543 0.50480 -3.19136  0.35
H -3.13843 1.69980 -4.50436  0.35
H -1.63243 1.04480 -4.36236  0.35
C -0.43843 1.16180 -0.75136  -0.85
C 0.45957 0.85180 0.51564  0.64
O 0.43857 -0.32320 0.95564  -0.55
C 1.39057 1.83180 1.00264  -1.20
H -1.41343 0.53280 -0.80436  0.26
H 0.08757 1.42480 -1.67136  0.30
H -0.98743 1.96380 -0.29036  0.38
H 1.72957 2.67480 0.45364  0.33
H 2.36257 1.47680 1.32264  0.35
H 0.90457 2.30580 1.77664  0.36
C 0.96457 4.46780 -2.37436  -0.91
C 2.48357 4.55680 -2.50836  0.78
O 3.22657 4.17080 -1.66736  -0.50
C 2.98557 5.09480 -3.89236  -1.20
H 0.44057 3.54680 -2.31136  0.07
H 0.35757 5.16880 -2.84336  0.43
H 0.80257 4.71880 -1.25236  0.27
H 3.86857 4.49880 -4.18736  0.34
H 3.11457 6.16880 -4.07936  0.28
H 2.38757 4.71780 -4.63736  0.42

## Properties
Highest occupied orbital energy = -9.046 eV
SMILES = O=C1C=C(O)C(=O)C=C1O.CC(C)=O.CC(C)=O.CC(C)=O
Energy relative to the best compared isomer or geometry (same formula, charge and spin) = 617.9 kJ/mol
Multiplicity = 1
Orbital gap = 0.2635 Eh
Net charge = 0

2.
Here is a gas-phase ion, C6H12N2 (charge +1) from OMol25. Energies are from the ωB97M-V functional and the def2-TZVPD basis.

Last column: Löwdin spin population.
Element x y z (Å)
C 2.66105 -0.34043 -0.04682  0.02
C 1.22339 0.12258 0.26093  0.08
C 0.21279 -1.01787 -0.04460  0.07
C -1.28905 -0.66279 0.09846  0.06
C -2.09072 -0.81632 1.20840  0.30
C -2.33954 1.20766 -0.72479  0.06
N -1.67130 0.12995 -1.00311  0.03
N 1.01927 1.40243 -0.37824  0.32
H 3.24327 -0.54876 0.84657  0.00
H 3.26991 0.41252 -0.53527  0.00
H 2.71660 -1.23514 -0.64999  0.00
H 1.17847 0.35293 1.32926  0.01
H 0.54327 -1.88240 0.55816  0.01
H 0.33085 -1.27090 -1.08522  0.00
H -3.12349 -0.53273 0.99027  0.01
H -1.81608 -1.41488 2.04572  0.01
H -2.77735 1.79281 -1.54818  0.00
H -2.46206 1.34829 0.35738  0.01
H 1.12846 1.25860 -1.46270  0.01
H 0.04225 1.69445 -0.21623  0.01

## Properties
Highest occupied orbital energy (alpha / beta) = -14.794 / -13.627 eV
Energy relative to the best compared isomer or geometry (same formula, charge and spin) = 259.8 kJ/mol
Multiplicity = 2
Orbital gap (alpha / beta) = 0.3769 / 0.1816 Eh
Net charge = +1

3.
Here is 2 unconnected molecules or ions with the total composition C18H43N2O2 from OMol25. Energies are from the ωB97M-V functional and the def2-TZVPD basis.

Last column: Mulliken charge in e.
Element x y z (Å)
C 6.77307 1.68618 1.94841  -0.90
C 7.12706 2.37697 0.57995  -0.42
C 6.06784 2.06502 -0.53346  -0.82
C 6.34379 0.71909 -1.29530  -0.62
C 6.22163 -0.53795 -0.36740  -0.01
C 5.67990 -1.80399 -1.12254  -1.00
C 4.11721 -1.79391 -1.23963  -0.59
C 3.38719 -1.96857 0.12776  -0.43
C 1.86304 -2.18115 -0.14200  -0.74
C 1.01042 -2.26338 1.17483  -0.74
C -0.50015 -1.99589 0.80301  -1.04
C -0.94317 -0.58335 1.35148  -0.30
C -2.46915 -0.70073 1.70779  -0.33
C -3.08909 0.59580 2.32313  -1.11
N -3.85514 1.44789 1.35841  0.39
O -3.02274 2.15920 0.50464  -0.43
C -4.97768 0.72249 0.63299  -1.10
C -4.56519 0.50067 -0.86852  -0.01
C -5.53971 -0.53552 -1.59096  -1.10
C -6.76357 0.23906 -2.18379  -0.43
N -7.82921 0.31914 -1.15750  -0.59
H 5.68857 1.46614 1.99784  0.19
H 7.32528 0.72312 1.99425  0.22
H 7.09747 2.28097 2.82061  0.33
H 8.13130 2.06947 0.22762  0.31
H 7.14608 3.47864 0.72080  0.33
H 5.02865 2.02250 -0.14993  0.32
H 6.11485 2.87506 -1.28873  0.33
H 5.57395 0.62223 -2.09034  0.33
H 7.33840 0.75123 -1.77985  0.35
H 5.58244 -0.27682 0.50402  -0.04
H 7.23282 -0.77716 0.02336  0.30
H 6.04087 -2.72070 -0.61321  0.39
H 6.07144 -1.75472 -2.15933  0.34
H 3.85148 -2.67584 -1.86527  0.41
H 3.76140 -0.89811 -1.79446  0.27
H 3.76125 -2.91341 0.57850  0.18
H 3.58927 -1.12502 0.81560  0.29
H 1.42232 -1.36197 -0.75330  0.39
H 1.73249 -3.13776 -0.69241  0.24
H 1.13306 -3.23829 1.68548  0.37
H 1.35701 -1.47443 1.87431  0.35
H -1.14926 -2.80478 1.20635  0.54
H -0.59211 -2.05610 -0.30042  0.43
H -0.38529 -0.28919 2.25636  0.36
H -0.84031 0.12151 0.49815  0.09
H -2.99348 -1.09263 0.81690  0.38
H -2.55277 -1.48973 2.48694  0.34
H -2.23527 1.22275 2.67023  0.51
H -3.71377 0.39229 3.21064  0.36
H -4.31229 2.17478 1.92118  0.43
H -2.15375 1.73073 0.48543  0.37
H -5.94410 1.25087 0.72466  0.39
H -5.12659 -0.27735 1.09480  0.26
H -3.55219 0.05917 -0.95830  0.28
H -4.66266 1.44620 -1.43128  0.46
H -4.95272 -0.98552 -2.41437  0.39
H -5.81947 -1.29347 -0.83374  0.42
H -7.17434 -0.34298 -3.03847  0.35
H -6.46986 1.25215 -2.52472  0.25
H -7.51841 -0.07555 -0.28048  0.24
H -8.16679 1.27246 -1.03202  0.32
O -9.63933 2.51934 -1.91747  -0.64
H -9.51024 2.04283 -2.74385  0.31
H -10.55177 2.82000 -1.96340  0.31

## Properties
Highest occupied orbital energy = -11.716 eV
Multiplicity = 1
Orbital gap = 0.3242 Eh
Net charge = +1

What did the first record say?
Here is 4 unconnected molecules or ions with the total composition C15H22O7 from OMol25. Energies are from the ωB97M-V functional and the def2-TZVPD basis.

Last column: Mulliken charge in e.
Element x y z (Å)
C 1.63557 -3.73120 5.70764  -0.63
C 0.78557 -2.82620 4.92064  0.39
C -0.50643 -3.11620 4.43364  0.69
O -1.24343 -2.42420 3.78764  -0.54
C -1.08943 -4.41320 5.00964  -0.58
C -0.28843 -5.34120 5.84164  0.38
C 1.09457 -5.04420 6.05064  0.56
O 1.95757 -5.83520 6.63064  -0.58
O -0.71343 -6.50120 6.45964  -0.43
O 1.32457 -1.63420 4.51664  -0.57
H 2.63357 -3.42120 6.07564  0.40
H -2.21943 -4.59620 5.05964  0.24
H -1.58543 -6.81920 6.29864  0.32
H 0.86557 -1.10420 3.72964  0.35
C -2.84243 -1.72420 -5.02636  -1.25
C -2.96743 -0.26820 -5.20836  0.76
O -3.52143 0.15180 -6.28636  -0.58
C -2.60043 0.82480 -4.16436  -1.08
H -1.78443 -2.02520 -5.09536  0.28
H -3.53443 -2.34120 -5.40336  0.44
H -3.00943 -2.07020 -4.03536  0.37
H -2.78543 0.50480 -3.19136  0.35
H -3.13843 1.69980 -4.50436  0.35
H -1.63243 1.04480 -4.36236  0.35
C -0.43843 1.16180 -0.75136  -0.85
C 0.45957 0.85180 0.51564  0.64
O 0.43857 -0.32320 0.95564  -0.55
C 1.39057 1.83180 1.00264  -1.20
H -1.41343 0.53280 -0.80436  0.26
H 0.08757 1.42480 -1.67136  0.30
H -0.98743 1.96380 -0.29036  0.38
H 1.72957 2.67480 0.45364  0.33
H 2.36257 1.47680 1.32264  0.35
H 0.90457 2.30580 1.77664  0.36
C 0.96457 4.46780 -2.37436  -0.91
C 2.48357 4.55680 -2.50836  0.78
O 3.22657 4.17080 -1.66736  -0.50
C 2.98557 5.09480 -3.89236  -1.20
H 0.44057 3.54680 -2.31136  0.07
H 0.35757 5.16880 -2.84336  0.43
H 0.80257 4.71880 -1.25236  0.27
H 3.86857 4.49880 -4.18736  0.34
H 3.11457 6.16880 -4.07936  0.28
H 2.38757 4.71780 -4.63736  0.42

## Properties
Highest occupied orbital energy = -9.046 eV
SMILES = O=C1C=C(O)C(=O)C=C1O.CC(C)=O.CC(C)=O.CC(C)=O
Energy relative to the best compared isomer or geometry (same formula, charge and spin) = 617.9 kJ/mol
Multiplicity = 1
Orbital gap = 0.2635 Eh
Net charge = 0